# 1
C12H12N2O7P | ωB97M-V/def2-TZVPD

Results
Gap between HOMO and LUMO ... 0.264 Ha
Strongest force on any atom ... 0.0706 Eh/bohr
DFT total energy ... -1441.61703 Ha
Highest occupied orbital energy ... -12.3 eV

```
! RIJCOSX wB97M-V def2-TZVPD def2/J DEFGRID3
* xyz 1 1
O 1.033 -1.304 3.560
C 0.884 -0.739 2.514
O 1.833 -0.760 1.509
C -0.475 0.015 2.253
C -0.622 1.479 2.241
C -1.972 2.018 2.008
N -3.062 1.178 1.798
O -4.276 1.780 1.624
C -2.944 -0.211 1.798
P -4.420 -1.418 1.548
O -4.893 -1.743 3.155
O -5.657 -0.633 0.742
C -1.647 -0.843 2.017
H 1.906 -1.682 1.174
H 0.265 2.142 2.398
H -2.081 3.135 2.015
H -4.561 1.999 2.540
H -4.438 -1.089 3.723
H -6.068 0.056 1.307
H -1.558 -1.961 2.039
C 4.448 0.416 -4.175
C 3.372 1.269 -3.959
C 2.348 0.893 -3.103
C 2.414 -0.340 -2.465
C 3.482 -1.202 -2.680
C 4.501 -0.820 -3.540
N 1.348 -0.730 -1.541
O 0.415 0.039 -1.387
O 1.452 -1.806 -0.970
H 5.250 0.715 -4.840
H 3.335 2.230 -4.458
H 1.515 1.565 -2.942
H 3.534 -2.165 -2.188
H 5.340 -1.483 -3.713
*
```

# 2
C21H34BaN3O3P | ωB97M-V/def2-TZVPD

Results
Gap between HOMO and LUMO ... 0.239 Ha
Strongest force on any atom ... 0.0689 Eh/bohr
DFT total energy ... -1577.38075 Ha
ΔE to the lowest compared entry with this formula, charge and spin ... 15.9 kcal per mole
Highest occupied orbital energy ... -7.0 eV

```
! RIJCOSX wB97M-V def2-TZVPD def2/J DEFGRID3
* xyz 0 1
C -2.657 0.663 -4.018
C -1.521 -0.147 -3.898
C -0.544 0.089 -2.895
C -0.769 1.165 -2.036
C -1.886 1.979 -2.129
C -2.855 1.727 -3.130
C 0.599 -0.951 -2.830
C 2.119 -0.665 -2.583
N 2.419 0.757 -2.285
Ba 1.219 0.526 -0.266
C -2.139 3.056 -1.085
P -0.572 3.233 -0.094
H -1.360 -0.980 -4.592
H -3.754 2.349 -3.171
H -3.385 0.462 -4.813
H -2.903 2.717 -0.361
H -2.453 4.029 -1.507
H 0.265 -1.726 -2.110
H 0.595 -1.464 -3.800
H 2.437 -1.279 -1.711
C -1.103 4.309 1.290
C 0.292 4.435 -1.177
H 2.777 -0.968 -3.432
C 1.907 1.598 -3.407
C 3.898 0.874 -2.172
H 1.449 0.935 2.385
H 2.744 2.065 -3.933
H 1.389 0.921 -4.106
H 1.214 2.359 -3.014
H 4.285 1.364 -3.073
H 4.162 1.451 -1.278
H 4.338 -0.128 -2.065
H -0.338 5.327 -1.302
H 1.247 4.711 -0.703
H 0.503 4.003 -2.165
H -1.640 5.205 0.946
H -1.746 3.726 1.966
H -0.203 4.609 1.847
H 2.034 1.576 2.224
C -0.158 -4.963 2.815
C -0.914 -3.805 3.440
C -0.456 -2.386 3.077
C -1.155 -1.365 4.012
C -2.668 -1.407 4.030
C 1.063 -2.234 3.294
O 1.567 -1.768 4.306
N 1.831 -2.691 2.222
C 1.446 -2.608 0.859
O 2.304 -2.731 -0.030
N 0.155 -2.277 0.589
C -0.734 -1.989 1.575
O -1.738 -1.299 1.307
H -0.171 -4.911 1.723
H -0.621 -5.911 3.112
H 0.878 -4.980 3.168
H -1.983 -3.904 3.221
H -0.823 -3.881 4.533
H -0.784 -1.547 5.030
H -0.821 -0.357 3.719
H -3.040 -2.318 4.508
H -3.030 -0.546 4.596
H -3.048 -1.338 3.007
H 2.835 -2.697 2.373
*
```

# 3
C28H31AgAsBrFN2STe | ωB97M-V/def2-TZVPD

Results
Gap between HOMO and LUMO ... 0.176 Ha
Strongest force on any atom ... 0.0198 Eh/bohr
DFT total energy ... -6917.89152 Ha
ΔE to the lowest compared entry with this formula, charge and spin ... 0.0 kcal per mole
Highest occupied orbital energy ... -3.2 eV

```
! RIJCOSX wB97M-V def2-TZVPD def2/J DEFGRID3
* xyz -1 1
Ag 1.195 1.180 0.269
Br -4.725 1.993 -4.177
C -3.025 1.521 -3.476
C -2.129 0.839 -4.285
C -0.889 0.486 -3.778
C -0.553 0.830 -2.472
C -1.477 1.487 -1.668
C -2.716 1.846 -2.165
N 0.659 0.427 -1.841
C 1.672 0.098 -2.559
C 2.830 -0.625 -1.987
C 3.622 -1.379 -2.853
C 4.606 -2.185 -2.304
C 4.753 -2.211 -0.926
C 3.926 -1.408 -0.147
N 2.996 -0.619 -0.661
H -2.403 0.570 -5.295
H -0.221 -0.090 -4.403
H -1.209 1.732 -0.651
H -3.418 2.374 -1.533
H 1.694 0.225 -3.644
H 3.454 -1.348 -3.921
H 5.239 -2.787 -2.943
H 5.501 -2.832 -0.452
H 4.008 -1.392 0.933
F 3.158 1.419 6.329
C 2.720 1.351 5.034
C 3.569 0.871 4.062
C 3.094 0.803 2.754
C 1.806 1.200 2.365
C 1.018 1.702 3.413
C 1.444 1.778 4.734
H 4.574 0.568 4.329
H 3.792 0.443 2.003
H 0.023 2.078 3.197
H 0.812 2.172 5.520
C -0.252 -4.722 1.059
C -1.012 -3.521 1.604
As -0.563 -1.843 0.647
C -1.922 -0.704 1.501
C -1.760 -0.630 3.011
C -1.597 -2.185 -1.010
C -0.776 -2.805 -2.133
H -0.399 -5.612 1.677
H 0.821 -4.522 1.017
H -0.574 -4.973 0.048
H -0.753 -3.356 2.652
H -2.092 -3.688 1.557
H -2.914 -1.073 1.217
H -1.807 0.290 1.065
H -2.018 -1.575 3.492
H -2.406 0.142 3.436
H -0.734 -0.378 3.281
H -1.977 -1.210 -1.327
H -2.466 -2.800 -0.758
H 0.154 -2.254 -2.280
H -1.319 -2.798 -3.081
H -0.503 -3.839 -1.917
Te 0.811 4.056 -0.371
C -1.262 4.307 -0.135
C -2.151 5.005 -0.909
C -3.494 4.932 -0.454
C -3.632 4.165 0.664
S -2.106 3.558 1.166
H -1.841 5.548 -1.790
H -4.324 5.424 -0.940
H -4.534 3.947 1.210
*
```

# 4
C10H23N3 | ωB97M-V/def2-TZVPD

Results
Gap between HOMO and LUMO ... 0.327 Ha
Strongest force on any atom ... 0.0833 Eh/bohr
DFT total energy ... -558.95172 Ha
ΔE to the lowest compared entry with this formula, charge and spin ... 2.7 kcal per mole
Highest occupied orbital energy ... -8.3 eV

```
! RIJCOSX wB97M-V def2-TZVPD def2/J DEFGRID3
* xyz 0 1
C 0.609 -1.832 1.440
C 1.288 -1.196 0.201
C 1.406 -2.262 -0.863
C 2.687 -0.617 0.473
C 2.613 0.856 -0.083
C 1.143 1.164 0.045
C 0.570 2.170 -1.021
C 0.840 1.784 1.419
N 0.464 -0.065 -0.262
H 0.521 -1.125 2.260
H 1.009 -2.818 1.779
H -0.420 -2.210 1.056
H 1.775 -1.767 -1.832
H 0.377 -2.688 -1.145
H 2.097 -2.982 -0.494
H 3.448 -1.191 0.002
H 2.888 -0.354 1.488
H 3.227 1.594 0.398
H 2.782 0.651 -1.143
H 0.438 1.737 -1.923
H 1.269 2.996 -1.223
H -0.374 2.706 -0.774
H 1.708 1.640 2.173
H -0.045 1.347 1.709
H 0.652 2.788 1.387
H -0.394 -0.201 0.222
H -2.968 -2.436 -1.148
N -2.149 -1.773 -1.465
N -2.192 -0.678 -0.915
C -3.263 -0.230 -0.162
C -3.578 1.268 -0.394
H -3.115 -0.351 0.901
H -4.270 -0.697 -0.336
H -4.168 1.350 -1.318
H -4.236 1.682 0.345
H -2.639 1.739 -0.797
*
```

# 5
C6H4Cl2IN2O2 | ωB97M-V/def2-TZVPD

Results
Gap between HOMO and LUMO ... 0.179 Ha
Strongest force on any atom ... 0.0581 Eh/bohr
DFT total energy ... -1709.04022 Ha
ΔE to the lowest compared entry with this formula, charge and spin ... 0.0 kcal per mole
Highest occupied orbital energy ... -4.1 eV

```
! RIJCOSX wB97M-V def2-TZVPD def2/J DEFGRID3
* xyz -1 1
C -0.453 1.706 0.421
C -1.283 0.687 0.784
C 0.581 1.611 -0.540
C -1.434 -0.521 0.034
C 0.941 -0.815 -0.223
C 1.152 0.422 -0.897
N 1.389 -1.938 -0.666
N 1.182 -2.887 -1.385
O -1.478 -0.741 -1.140
O 1.908 -3.788 -1.741
Cl -1.930 -1.892 1.134
Cl 2.267 0.392 -2.230
I -1.988 2.578 4.022
H -0.571 2.654 0.930
H -1.883 0.792 1.676
H 0.946 2.517 -0.999
H 0.655 -0.776 0.821
*
```

# 6
C5H29N2O8 | ωB97M-V/def2-TZVPD

Results
Gap between HOMO and LUMO ... 0.352 Ha
Strongest force on any atom ... 0.0466 Eh/bohr
DFT total energy ... -919.08510 Ha
ΔE to the lowest compared entry with this formula, charge and spin ... 53.9 kcal per mole
Highest occupied orbital energy ... -12.0 eV

```
! RIJCOSX wB97M-V def2-TZVPD def2/J DEFGRID3
* xyz 1 1
C 1.064 2.456 -0.146
C -0.016 1.447 0.252
C 0.483 0.020 -0.094
C -0.551 -1.075 0.063
C -0.486 -1.967 1.036
N -1.741 -0.994 -0.802
N -1.196 1.689 -0.605
H 1.456 2.365 -1.152
H 1.906 2.385 0.557
H 0.699 3.448 0.136
H -0.266 1.544 1.303
H 0.934 0.093 -1.093
H 1.345 -0.254 0.510
H -1.279 -2.692 1.160
H 0.284 -1.800 1.761
H -2.544 -1.069 -0.162
H -1.816 -1.672 -1.553
H -1.827 -0.005 -1.107
H -1.775 2.445 -0.270
H -0.951 1.800 -1.584
H 4.205 -1.009 1.100
H 4.868 -1.873 0.148
O 3.969 -1.568 0.344
H -2.473 0.810 -3.286
H -3.731 -0.079 -3.219
O -2.771 -0.101 -3.161
H -0.158 0.253 -3.273
H -0.289 1.384 -4.275
O -0.379 1.189 -3.333
H 1.366 -1.036 3.224
H 1.557 0.407 3.543
O 0.955 -0.176 3.062
H -3.043 1.948 4.065
H -1.595 1.605 3.583
O -2.529 1.560 3.352
H 1.655 -2.863 -0.836
H 2.582 -3.584 0.058
O 1.771 -3.063 0.101
H -3.838 0.505 1.104
H -3.022 0.188 2.241
O -3.160 -0.149 1.332
H 4.057 -0.127 -1.629
H 4.289 1.398 -1.722
O 4.096 0.681 -1.110
*
```